Entry 1:
ORCA calculation (wB97M-V/def2-TZVPD) on a cluster of 2 separate species, C6H10O in total.

Its charge is 0. The frontier orbital gap comes out at 9.5 eV. The LUMO energy comes out at 0.891 eV. Its structure (SMILES) is C=C=C(C)O.C=C. The energy relative to the best compared isomer or geometry (same formula, charge and spin) is 2.419 eV. The calculated total energy comes out at -8428.822 eV.

XYZ file:
```
17
Properties=species:S:1:pos:R:3:forces:R:3:lowdin_charge:R:1
C 2.456146 0.315612 -0.341573 -0.054 -0.156 -0.054 -0.09
C 1.606908 -0.665592 -0.623455 0.123 0.128 -0.001 -0.08
C -1.271247 -0.393329 0.414379 -0.060 0.317 -0.173 -0.43
C -1.864925 -0.825338 -0.890900 0.002 0.015 -0.033 -0.04
O -1.209863 -1.434212 1.312106 0.071 0.065 0.216 0.02
C -0.847996 0.818645 0.686578 0.051 -0.111 0.007 -0.06
C -0.239939 1.952512 0.912058 -0.033 -0.075 -0.034 0.01
H 2.961036 0.374147 0.619762 -0.052 -0.027 -0.137 0.05
H 0.818533 2.059188 0.663479 -0.184 -0.022 0.022 0.04
H 2.666448 1.108786 -1.055626 -0.002 -0.146 0.085 0.05
H 1.368535 -1.452464 0.088466 0.108 0.114 -0.090 0.06
H 1.092239 -0.715340 -1.580366 0.112 0.032 0.119 0.06
H -2.914382 -1.113511 -0.767245 0.139 0.050 0.014 0.08
H -1.795759 -0.026742 -1.633041 -0.029 -0.117 0.140 0.09
H -1.320831 -1.704933 -1.253246 -0.073 0.119 0.022 0.08
H -0.767929 -1.117800 2.111545 -0.097 -0.075 -0.079 0.11
H -0.736967 2.820375 1.337087 -0.024 -0.112 -0.023 0.05
```
Forces are in eV/Å.

---

Entry 2:
ORCA calculation (wB97M-V/def2-TZVPD) on a structure of composition C58H33CaCl4N6O4 in a non-equilibrium geometry.

Its charge is -1. The frontier orbital gap comes out at 5.5 eV. The LUMO energy comes out at 1.337 eV. The energy relative to the best compared isomer or geometry (same formula, charge and spin) is 0.000 eV. The calculated total energy comes out at -146343.402 eV.

XYZ file:
```
106
Properties=species:S:1:pos:R:3:forces:R:3:lowdin_charge:R:1
Ca 0.158694 -0.076714 -0.412855 0.574 0.678 -0.305 1.46
Cl -1.593885 -8.002038 -5.492241 0.007 0.094 0.063 0.62
C -1.364501 -6.582168 -4.493618 -0.040 -0.065 -0.055 -0.67
C -0.203469 -6.448625 -3.755602 0.028 0.062 0.036 -0.11
C -0.028924 -5.313538 -2.974024 0.063 -0.077 0.000 -0.04
C -1.001797 -4.315803 -2.895545 0.130 0.063 0.039 -0.21
C -2.157091 -4.485744 -3.662349 -0.051 0.026 0.010 -0.03
C -2.345253 -5.604491 -4.459675 0.004 0.022 0.004 -0.11
C -0.801248 -3.112000 -2.043378 -0.081 0.204 -0.241 -0.08
C -0.496446 -3.298736 -0.696266 0.025 -0.117 0.280 -0.23
C -0.547562 -4.607419 0.024374 -0.028 0.130 -0.318 0.01
C -0.273922 -4.369304 1.305711 0.060 0.204 0.236 0.01
C -0.081790 -2.900744 1.458740 -0.051 -0.133 -0.283 -0.19
C 0.020340 -2.276496 2.672624 -0.082 -0.036 0.150 -0.05
C 0.060457 -3.095380 3.922394 0.067 0.003 0.033 -0.20
C 1.271701 -3.400880 4.539527 0.051 -0.005 -0.006 0.00
C 1.324604 -4.153486 5.705839 -0.003 0.023 -0.032 -0.10
C 0.144040 -4.607062 6.264097 -0.019 -0.058 0.074 -0.67
Cl 0.195006 -5.556625 7.731749 -0.004 0.058 -0.088 0.63
C -1.078654 -4.327575 5.678004 0.006 0.017 -0.014 -0.10
C -1.109135 -3.573199 4.513888 -0.053 0.036 -0.037 -0.03
C -0.064295 -0.785914 2.831678 0.041 -0.015 -0.346 -0.25
N 0.145483 1.022282 1.800572 0.089 -0.330 0.351 -0.01
C -0.839584 1.778713 2.513204 0.147 -0.155 0.154 -0.16
C -1.465415 2.751706 1.817642 -0.223 0.234 -0.362 -0.06
C -2.480271 3.583327 2.530707 0.043 -0.045 -0.005 -0.21
C -3.837469 3.307339 2.394161 -0.050 0.031 -0.038 -0.01
C -4.786901 4.068320 3.057545 0.027 -0.017 -0.026 -0.10
C -4.366240 5.122558 3.852363 -0.064 0.048 0.047 -0.67
Cl -5.557238 6.090594 4.688618 0.050 -0.042 -0.038 0.63
C -3.025390 5.424302 3.998074 0.043 -0.012 -0.021 -0.10
C -2.085119 4.644845 3.334302 -0.010 -0.011 0.087 -0.02
C -1.390019 2.972449 0.358635 0.067 -0.202 0.409 -0.26
C -1.856200 4.110598 -0.328170 0.031 0.080 -0.147 -0.04
C -1.765761 3.813680 -1.683710 -0.099 0.083 0.114 -0.04
C -1.289036 2.485627 -1.768965 0.039 -0.351 -0.107 -0.26
N -1.044602 1.999633 -0.521229 -0.104 -0.184 -0.121 0.03
C -1.187040 1.697651 -2.998720 -0.046 0.363 0.190 -0.04
C -1.085069 0.339381 -3.168421 -0.110 -0.360 0.138 -0.24
C -0.904298 -0.349453 -4.438893 0.009 0.045 0.073 -0.01
C -0.823585 -1.668801 -4.172322 -0.012 -0.103 0.040 -0.01
C -0.931717 -1.824619 -2.719095 0.040 -0.241 -0.003 -0.24
N -1.100637 -0.638198 -2.155137 -0.653 -0.015 -0.682 -0.02
C -1.233434 2.530532 -4.239238 0.054 -0.069 0.099 -0.21
C -0.231486 3.467599 -4.480315 0.033 0.047 -0.027 -0.01
C -0.247056 4.252464 -5.622916 0.009 -0.028 0.038 -0.10
C -1.289020 4.104914 -6.523201 -0.005 0.057 -0.082 -0.67
Cl -1.323100 5.096618 -7.963438 0.000 -0.055 0.074 0.63
C -2.305255 3.193576 -6.303574 -0.010 -0.023 0.031 -0.10
C -2.269475 2.408612 -5.157812 -0.031 -0.005 -0.048 -0.03
C -1.316122 1.088274 3.734301 -0.001 0.235 -0.183 0.02
C -0.959499 -0.188773 3.906410 0.052 -0.136 0.066 0.04
N -0.157201 -2.340829 0.187135 -0.132 -0.011 0.149 0.01
H 0.561608 -7.212012 -3.804906 -0.009 0.008 0.003 0.10
H 0.893028 -5.186700 -2.418425 -0.019 -0.014 0.000 0.12
H -2.926497 -3.723252 -3.623795 0.008 -0.019 -0.004 0.12
H -3.248144 -5.724560 -5.043552 0.009 0.003 0.007 0.10
H -0.800199 -5.559150 -0.416384 0.009 0.021 -0.020 0.10
H -0.247304 -5.087059 2.111921 -0.010 0.029 -0.005 0.11
H 2.192641 -3.059046 4.083871 -0.020 -0.013 0.007 0.10
H 2.270455 -4.390280 6.174309 -0.007 0.007 -0.015 0.10
H -1.990484 -4.697272 6.127464 0.006 0.007 -0.013 0.10
H -2.059712 -3.350512 4.042972 0.009 -0.012 0.013 0.13
H -4.147644 2.487423 1.757287 0.006 0.018 0.009 0.13
H -5.842009 3.852499 2.958810 0.010 0.002 0.003 0.10
H -2.721057 6.253520 4.622244 -0.003 -0.009 -0.009 0.10
H -1.029201 4.862320 3.441617 -0.021 0.000 0.002 0.12
H -2.218340 5.023626 0.121719 0.011 -0.019 -0.032 0.10
H -2.045758 4.448854 -2.509954 -0.004 -0.001 0.028 0.10
H -0.817033 0.123174 -5.404672 -0.011 0.003 0.019 0.11
H -0.668543 -2.470872 -4.877929 -0.008 0.027 0.006 0.10
H 0.571680 3.575789 -3.761905 -0.010 -0.001 -0.008 0.13
H 0.537478 4.971852 -5.814523 -0.008 -0.009 0.003 0.10
H -3.113846 3.103418 -7.016160 0.004 -0.005 0.010 0.10
H -3.059810 1.692920 -4.967379 0.007 0.012 -0.011 0.13
H -1.994312 1.591149 4.411981 0.017 0.002 -0.016 0.12
H -1.275401 -0.778621 4.755834 0.024 0.019 -0.008 0.11
O 3.169708 -1.833615 -2.451468 0.073 -0.105 0.043 0.10
C 2.619083 -0.938546 -1.600589 0.054 0.261 0.219 -0.51
O 1.705735 -0.195967 -2.024900 0.633 -0.220 -0.660 -0.10
C 3.116930 -0.864049 -0.289594 -0.093 0.116 0.110 -0.22
C 4.132680 -1.634923 0.301943 -0.004 -0.080 -0.136 -0.05
C 4.333453 -1.586633 1.652793 -0.132 0.104 0.134 -0.09
C 3.303821 -0.955873 2.442525 0.239 -0.183 0.025 -0.03
C 2.360210 -0.178237 1.882950 -0.266 0.172 -0.142 -0.14
N 2.551327 0.222722 0.498659 0.101 0.153 0.070 -0.05
C 1.133775 0.239709 2.676999 -0.111 -0.084 -0.250 -0.33
O 1.509626 0.847034 3.863545 -0.042 0.172 0.020 0.07
O -0.572038 -0.252582 1.581040 -0.246 0.068 1.163 -0.20
H 2.649362 -1.740552 -3.262548 0.022 -0.015 -0.028 0.12
H 4.719753 -2.298389 -0.325213 -0.029 0.014 0.008 0.12
H 5.110994 -2.167144 2.128588 -0.022 0.011 0.013 0.08
H 3.209104 -1.204732 3.495023 0.015 -0.007 -0.023 0.11
H 2.313637 1.347718 3.675821 0.064 -0.090 0.050 0.12
N 5.587293 6.289910 -0.315841 0.012 -0.007 0.013 0.13
C 5.075442 5.270079 -0.171292 -0.256 -0.408 0.049 -0.19
C 4.430159 3.982819 0.006624 0.279 0.440 -0.057 -0.25
C 3.180192 3.894871 0.607572 -0.165 -0.048 0.038 -0.02
C 2.572598 2.660462 0.771137 0.070 0.142 0.083 0.01
C 3.208710 1.496724 0.340249 -0.157 -0.414 0.050 -0.16
C 4.454704 1.591714 -0.274108 0.063 0.127 -0.064 0.02
C 5.061609 2.824300 -0.434587 0.051 -0.149 -0.061 -0.03
H 2.667647 4.794395 0.922690 0.004 -0.005 0.004 0.12
H 1.577535 2.606374 1.189833 0.017 0.008 -0.014 0.10
H 4.941048 0.694652 -0.627335 0.008 0.014 0.002 0.12
H 6.035191 2.889570 -0.902546 -0.002 0.011 0.003 0.12
```
Forces are in eV/Å.

---

Entry 3:
ORCA calculation (wB97M-V/def2-TZVPD) on a structure of composition C22H18CuN6O3S2.

The expectation value of S² is 0.75. Its charge is 0. The frontier orbital gap (alpha / beta) comes out at 7.7 / 7.1 eV. The LUMO energy (alpha / beta) comes out at -0.106 / -0.577 eV. The energy relative to the best compared isomer or geometry (same formula, charge and spin) is 0.296 eV. The calculated total energy comes out at -104500.182 eV. As for the spin multiplicity: 2.

XYZ file:
```
52
Properties=species:S:1:pos:R:3:forces:R:3:lowdin_charge:R:1
Cu 0.066498 -0.171260 -0.381976 -0.197 0.321 -0.456 0.29
C 0.547694 3.939850 -1.428523 0.019 0.043 0.005 -0.02
C 0.682456 2.482820 -1.142587 0.195 -0.119 0.040 -0.24
N -0.295751 1.732517 -0.793616 -0.273 0.228 0.046 -0.06
N -1.534706 2.265142 -0.608512 0.175 -0.516 -0.037 0.02
C -2.451178 1.311664 -0.580559 -0.046 0.209 0.044 -0.84
N -3.711986 1.727455 -0.322138 -0.013 -0.093 -0.058 0.08
S -2.214552 -0.374387 -0.916962 0.210 0.125 0.096 0.66
C 1.982444 1.781334 -1.237865 -0.155 0.086 0.017 -0.20
C 3.173563 2.441631 -1.492278 0.072 0.009 -0.004 0.00
C 4.346100 1.706014 -1.552600 0.012 0.056 -0.009 -0.04
C 4.300367 0.338385 -1.352522 0.006 -0.026 0.006 -0.04
C 3.072614 -0.244169 -1.087985 -0.069 0.003 0.020 -0.10
N 1.946571 0.454455 -1.043124 0.017 0.000 0.062 0.06
H -0.497708 4.176511 -1.601752 -0.008 0.005 0.001 0.07
H 1.136826 4.220522 -2.302199 -0.011 -0.007 0.004 0.08
H 0.893932 4.536907 -0.580889 0.012 -0.029 0.007 0.10
H -3.807110 2.651144 0.065913 -0.004 0.018 0.003 0.10
H -4.370926 1.028418 -0.029702 -0.018 -0.009 0.013 0.08
H 3.183234 3.514011 -1.622917 0.005 -0.014 -0.014 0.11
H 5.288240 2.201547 -1.748118 -0.004 -0.005 0.006 0.11
H 5.193347 -0.268889 -1.386575 -0.007 -0.001 0.010 0.11
H 2.980833 -1.305215 -0.894398 -0.008 -0.005 -0.017 0.11
O 2.209212 0.734700 1.898028 -0.010 0.042 0.015 0.05
C 1.195147 0.274307 2.400233 -0.137 -0.048 -0.084 -0.50
N 0.090503 -0.134307 1.710167 0.376 0.138 0.183 -0.12
S -1.056758 -0.771506 2.662982 0.091 0.101 -0.047 0.61
O -1.169413 -2.191929 2.422802 -0.078 -0.076 -0.003 -0.32
O -2.266228 0.004959 2.648797 -0.036 -0.076 -0.023 -0.30
C -0.189677 -0.495668 4.178591 -0.038 -0.082 0.169 -0.22
C -0.578853 -0.778791 5.474040 0.045 0.028 -0.039 -0.03
C 0.317895 -0.461250 6.486462 0.031 0.012 0.019 -0.07
C 1.554284 0.116489 6.197300 -0.032 -0.016 -0.007 -0.07
C 1.922615 0.391608 4.886904 0.007 0.013 0.031 0.00
C 1.026809 0.076676 3.882137 -0.018 0.000 -0.081 -0.13
H -1.540201 -1.225490 5.689789 0.002 0.002 -0.005 0.12
H 0.053279 -0.664060 7.516303 0.003 0.002 0.000 0.10
H 2.232102 0.353355 7.007340 -0.008 -0.003 0.003 0.10
H 2.875448 0.841332 4.639763 -0.009 -0.005 0.003 0.12
N 0.459676 -2.128520 -0.517983 0.073 -0.251 -0.051 0.17
C 0.222425 -3.221280 -0.273107 -0.324 -0.236 0.219 -0.06
C -0.142301 -4.567148 0.077556 0.190 0.230 -0.120 -0.20
C -0.676848 -5.409003 -0.893534 -0.012 -0.055 -0.022 -0.02
C -1.023099 -6.701918 -0.541802 -0.003 0.023 -0.016 -0.07
C -0.836323 -7.138344 0.763253 -0.010 -0.020 0.020 -0.07
C -0.313617 -6.286842 1.727585 -0.009 0.008 -0.040 -0.06
C 0.037380 -4.991374 1.390355 0.016 -0.004 0.124 -0.02
H -0.824407 -5.045891 -1.901577 0.016 -0.012 -0.001 0.12
H -1.442882 -7.366873 -1.284074 0.002 -0.003 0.002 0.11
H -1.108198 -8.150480 1.033262 -0.007 0.002 -0.003 0.11
H -0.187609 -6.628573 2.745667 0.004 -0.002 -0.002 0.11
H 0.418932 -4.301910 2.130912 -0.032 0.012 -0.028 0.12
```
Forces are in eV/Å.